{"formula": "C54H100F18O27", "method": "ωB97M-V/def2-TZVPD", "total_energy_ha": -5946.3903, "largest_force_ev_per_a": 2.17, "lumo_energy_ev": 0.18, "smiles": "CCOC(=O)C(F)(F)F.CCOC(=O)C(F)(F)F.CCOC(=O)C(F)(F)F.CCOC(=O)C(F)(F)F.CCOC(=O)C(F)(F)F.CCOC(=O)C(F)(F)F.COCCOCCOC.COCCOCCOC.COCCOCCOC.COCCOCCOC.COCCOCCOC", "e_homo_ev": -8.93, "e_above_lowest_kcal_mol": 0.0, "elements": ["C", "C", "O", "C", "O", "C", "F", "F", "F", "H", "H", "H", "H", "H", "C", "C", "O", "C", "O", "C", "F", "F", "F", "H", "H", "H", "H", "H", "C", "C", "O", "C", "O", "C", "F", "F", "F", "H", "H", "H", "H", "H", "C", "C", "O", "C", "O", "C", "F", "F", "F", "H", "H", "H", "H", "H", "C", "C", "O", "C", "O", "C", "F", "F", "F", "H", "H", "H", "H", "H", "C", "C", "O", "C", "O", "C", "F", "F", "F", "H", "H", "H", "H", "H", "C", "O", "C", "C", "O", "C", "C", "O", "C", "H", "H", "H", "H", "H", "H", "H", "H", "H", "H", "H", "H", "H", "H", "C", "O", "C", "C", "O", "C", "C", "O", "C", "H", "H", "H", "H", "H", "H", "H", "H", "H", "H", "H", "H", "H", "H", "C", "O", "C", "C", "O", "C", "C", "O", "C", "H", "H", "H", "H", "H", "H", "H", "H", "H", "H", "H", "H", "H", "H", "C", "O", "C", "C", "O", "C", "C", "O", "C", "H", "H", "H", "H", "H", "H", "H", "H", "H", "H", "H", "H", "H", "H", "C", "O", "C", "C", "O", "C", "C", "O", "C", "H", "H", "H", "H", "H", "H", "H", "H", "H", "H", "H", "H", "H", "H"], "positions_angstrom": [[1.2657, -3.5861, -2.9166], [1.3836, -2.3860, -3.8409], [0.0873, -2.2156, -4.4127], [-0.1382, -1.2711, -5.2953], [0.6774, -0.4508, -5.6179], [-1.5908, -1.2150, -5.8003], [-2.3164, -2.1873, -5.2810], [-2.1205, -0.0499, -5.3907], [-1.6352, -1.2233, -7.1244], [2.2749, -3.8222, -2.5739], [0.9006, -4.4938, -3.3983], [0.5805, -3.3937, -2.0908], [2.1146, -2.6283, -4.6200], [1.7980, -1.4957, -3.3754], [-5.4828, 1.2100, 5.4369], [-5.4025, 2.6825, 5.7370], [-5.6061, 2.8160, 7.1487], [-5.6413, 4.0108, 7.7140], [-5.4988, 5.0503, 7.1494], [-5.8526, 3.8910, 9.2207], [-7.1223, 4.2565, 9.5005], [-5.6577, 2.6513, 9.6586], [-5.0656, 4.7163, 9.9061], [-6.4397, 0.7360, 5.6645], [-4.8046, 0.6829, 6.1197], [-5.1409, 0.9190, 4.4445], [-6.2240, 3.2458, 5.2907], [-4.4639, 3.1015, 5.3785], [3.7823, 0.2868, -7.2074], [5.2470, 0.6910, -7.2044], [5.5671, 1.1743, -5.8941], [6.7447, 1.6714, -5.6324], [7.6621, 1.6956, -6.4044], [6.9081, 2.0318, -4.1380], [5.7081, 2.2369, -3.6020], [7.4660, 0.9972, -3.5083], [7.6963, 3.0797, -3.9956], [3.5818, -0.2505, -8.1347], [3.1206, 1.1534, -7.2052], [3.5394, -0.3349, -6.3467], [5.3934, 1.4785, -7.9434], [5.8958, -0.1670, -7.3769], [0.6648, 3.5907, 0.4712], [1.3639, 3.3540, 1.7724], [1.9626, 4.4749, 2.4160], [1.2783, 5.2255, 3.2694], [0.2719, 4.9334, 3.8353], [1.9983, 6.5420, 3.6169], [3.2515, 6.6074, 3.1800], [1.2966, 7.5469, 3.0843], [2.0331, 6.7017, 4.9378], [0.4732, 2.6222, -0.0039], [1.3171, 4.0659, -0.2650], [-0.3429, 3.9987, 0.5612], [2.2314, 2.7168, 1.5857], [0.7292, 2.7687, 2.4414], [10.2847, -3.4970, -4.5580], [8.9530, -3.3258, -5.2385], [7.9710, -2.9483, -4.2760], [6.8177, -2.4707, -4.7048], [6.6016, -2.1582, -5.8370], [5.8144, -2.1403, -3.5703], [4.6435, -2.6785, -3.9221], [6.2303, -2.5710, -2.3949], [5.6539, -0.8182, -3.5402], [11.0408, -3.8678, -5.2480], [10.2868, -4.1971, -3.7171], [10.6444, -2.5972, -4.0548], [8.6527, -4.2272, -5.7774], [8.9970, -2.5621, -6.0182], [-5.4802, -6.8459, 0.5685], [-5.3636, -5.3547, 0.3812], [-4.2412, -5.1181, -0.4658], [-4.1616, -4.0480, -1.2303], [-4.9210, -3.1284, -1.2262], [-2.8584, -3.9519, -2.0235], [-1.9867, -4.9305, -1.7652], [-3.1254, -3.9849, -3.3449], [-2.2444, -2.7889, -1.7690], [-5.6522, -7.3776, -0.3660], [-6.1197, -7.1616, 1.3878], [-4.4720, -7.1596, 0.8634], [-5.1433, -4.8742, 1.3384], [-6.2605, -4.8852, -0.0271], [1.9813, -2.6371, 0.5196], [2.2862, -1.4984, 1.2761], [2.2551, -0.2455, 0.6303], [3.2390, 0.0075, -0.5030], [4.5864, 0.2015, -0.1426], [5.1343, -0.8682, 0.6036], [6.6016, -0.5428, 0.9082], [7.5329, -0.6283, -0.1370], [7.3174, 0.2820, -1.1913], [0.9388, -2.5764, 0.1715], [2.0356, -3.5101, 1.1663], [2.6139, -2.7443, -0.3670], [2.4514, 0.5126, 1.3949], [1.2313, -0.0087, 0.3142], [2.8452, 0.8918, -1.0118], [3.1674, -0.7560, -1.2926], [5.0216, -1.7887, 0.0155], [4.6971, -1.1127, 1.5759], [6.9341, -1.0796, 1.7966], [6.5975, 0.5011, 1.2628], [6.4356, 0.0201, -1.7756], [8.1346, 0.3765, -1.9082], [7.2154, 1.2906, -0.7735], [2.1727, 1.1011, -3.2760], [1.1886, 0.4671, -2.4837], [-0.0780, 1.1184, -2.5290], [-0.9740, 0.2323, -1.6818], [-0.6190, 0.2429, -0.3302], [-1.4218, -0.5787, 0.4901], [-1.0977, -0.2056, 1.9182], [-1.0630, 1.1974, 2.1349], [-2.3181, 1.7507, 2.4518], [2.2273, 2.1637, -3.0283], [2.0855, 0.9194, -4.3512], [3.1679, 0.6758, -3.1094], [-0.4713, 1.1312, -3.5476], [-0.0052, 2.1246, -2.1053], [-0.9362, -0.7606, -2.1383], [-1.9816, 0.6589, -1.7778], [-1.2226, -1.6475, 0.3655], [-2.4801, -0.3931, 0.2706], [-0.1044, -0.6078, 2.1282], [-1.8231, -0.6154, 2.6249], [-2.8568, 1.1965, 3.2232], [-2.9617, 1.8368, 1.5675], [-2.1282, 2.7882, 2.7317], [-4.7987, -2.3355, 4.0078], [-4.3321, -1.7984, 2.7886], [-5.3774, -1.4737, 1.8810], [-6.2739, -0.3077, 2.2772], [-5.5878, 0.9175, 2.1236], [-6.4964, 2.0050, 2.0682], [-5.7769, 3.2861, 1.8060], [-5.1616, 3.8407, 2.9614], [-4.7017, 5.1586, 2.7089], [-4.0111, -2.9456, 4.4529], [-5.6836, -2.9763, 3.9295], [-5.0164, -1.5050, 4.6891], [-5.9136, -2.3801, 1.5914], [-4.8309, -1.1014, 1.0094], [-6.6477, -0.4745, 3.2940], [-7.1476, -0.3051, 1.6186], [-7.1115, 2.0223, 2.9746], [-7.1818, 1.8732, 1.2213], [-6.4638, 4.0276, 1.3856], [-4.9785, 3.0767, 1.0817], [-3.8535, 5.1280, 2.0188], [-4.3619, 5.5808, 3.6523], [-5.5188, 5.7689, 2.3165], [0.5301, 2.9295, -7.4831], [0.2852, 3.9933, -6.5714], [-0.2574, 3.5985, -5.3421], [-1.7516, 3.1927, -5.4767], [-2.2954, 3.0964, -4.1979], [-3.6742, 2.6956, -4.2423], [-4.2568, 2.4711, -2.8871], [-4.3819, 3.5306, -1.9638], [-3.1689, 4.0035, -1.3923], [0.8742, 2.0161, -6.9883], [1.2466, 3.2835, -8.2173], [-0.4343, 2.6940, -7.9441], [-0.1512, 4.3596, -4.5698], [0.3143, 2.7395, -4.9697], [-1.7591, 2.2731, -6.0710], [-2.1767, 3.9696, -6.1258], [-3.7675, 1.8152, -4.8843], [-4.1990, 3.5075, -4.7630], [-3.8361, 1.6048, -2.3613], [-5.3117, 2.2525, -3.0854], [-2.6629, 3.1887, -0.8621], [-3.3963, 4.8216, -0.7128], [-2.5512, 4.3914, -2.2061], [1.9488, -1.3395, 4.3740], [0.8629, -2.2200, 4.2155], [-0.3060, -1.8039, 4.8617], [-0.3200, -1.9059, 6.4029], [0.1782, -3.1004, 6.9535], [-0.4622, -4.2592, 6.4569], [-0.0717, -5.4591, 7.2953], [1.2167, -5.9827, 7.0600], [2.2389, -5.0909, 7.4358], [1.7836, -0.3629, 3.9057], [2.8034, -1.7704, 3.8573], [2.2200, -1.1897, 5.4231], [-1.1609, -2.3445, 4.4519], [-0.5234, -0.7497, 4.6411], [-1.3799, -1.8811, 6.6975], [0.1538, -1.0190, 6.8169], [-0.2215, -4.5268, 5.4230], [-1.5380, -4.0601, 6.5532], [-0.8272, -6.2296, 7.1182], [-0.1744, -5.2967, 8.3761], [2.5402, -4.2790, 6.7649], [3.1642, -5.6714, 7.4833], [2.0481, -4.6268, 8.4062]], "atomic_forces_ev_per_a": [[0.2, 0.1, 0.1], [1.1, -1.1, -0.3], [-1.2, -0.2, -0.2], [1.3, 0.5, 0.6], [-0.2, 0.1, -0.6], [0.3, 0.3, 0.6], [-0.3, -0.3, -0.3], [-0.1, 0.1, 0.1], [-0.1, -0.3, -0.2], [-0.1, 0.1, 0.4], [0.0, 0.2, -0.4], [0.3, 0.1, 0.2], [-0.3, 0.0, -0.3], [-0.7, 0.1, 0.3], [0.6, -1.0, 0.7], [-1.0, 0.3, -0.7], [0.3, -0.5, 1.0], [0.7, -0.4, -1.1], [-0.1, 0.6, 0.1], [-0.6, 0.3, 0.6], [0.1, -0.3, -0.1], [0.0, 0.0, 0.2], [0.3, -0.1, -0.2], [-0.3, 0.4, -0.2], [0.2, 0.2, 0.0], [-0.2, 0.5, -0.2], [0.3, 0.0, -0.4], [0.0, 0.2, 0.4], [0.2, 0.2, 0.0], [-0.3, -0.3, -0.2], [-1.2, 0.5, 0.9], [0.9, -0.9, -0.8], [0.2, 0.5, 0.1], [-0.5, -0.4, -1.1], [0.0, 0.5, 0.5], [0.2, 0.4, -1.0], [-0.1, 0.4, 0.2], [0.0, -0.2, 0.1], [0.1, 0.1, 0.1], [0.0, -0.1, -0.1], [0.4, 0.0, 0.1], [0.0, 0.1, -0.3], [-0.2, -0.4, -0.8], [0.3, -1.9, 0.3], [0.0, 1.4, -0.3], [0.5, -1.0, 0.2], [-0.7, 0.1, -0.1], [0.1, -0.1, 0.0], [0.1, 0.0, -0.3], [0.0, 0.2, -0.1], [-0.1, 0.0, 0.2], [0.1, -0.3, 0.5], [-0.3, 0.6, 0.2], [0.3, 0.6, 0.0], [0.0, 0.1, -0.1], [-0.1, 0.4, 0.2], [0.4, -0.2, 1.0], [0.5, 0.2, -1.0], [-0.5, -0.5, 1.1], [1.2, 0.7, -0.2], [-0.7, -0.1, -0.4], [0.8, -0.1, -1.1], [-0.4, -0.3, 0.5], [-0.5, -0.1, 0.2], [-0.4, -0.1, 0.1], [-0.1, 0.2, -0.2], [-0.5, -0.3, -0.3], [-0.1, 0.3, -0.5], [-0.2, -0.1, 0.4], [0.1, 0.2, 0.2], [1.5, -0.3, 0.0], [-0.9, 0.4, 0.5], [0.9, -0.7, -0.9], [-0.3, 0.4, 1.4], [-0.5, 0.3, -0.4], [0.7, -0.3, -1.0], [-0.2, 0.0, 0.1], [-0.1, 0.0, 0.5], [-0.3, -0.1, 0.1], [-0.5, 0.1, 0.1], [-0.4, 0.2, -0.2], [-0.1, -0.2, 0.1], [0.0, 0.1, 0.0], [0.1, 0.0, -0.1], [-0.8, 0.4, -0.4], [0.6, -0.3, 0.7], [-0.2, 0.6, -0.1], [-0.7, -0.2, -0.3], [-0.5, 0.2, 0.8], [1.2, -0.6, -0.3], [-0.6, 1.3, 0.1], [0.5, -0.9, -0.1], [-0.3, 0.4, 0.3], [0.0, 0.0, -0.1], [0.3, 0.1, 0.0], [0.1, -0.1, 0.1], [0.3, -0.3, 0.2], [0.4, -0.3, -0.4], [0.6, 0.1, 0.4], [0.0, -0.3, 0.2], [0.2, -0.1, -0.1], [-0.6, 0.6, -0.1], [0.3, -0.6, -0.4], [-0.2, 0.1, -0.1], [0.1, 0.2, 0.5], [0.4, -1.0, 1.1], [-0.3, 0.1, 0.0], [0.7, 0.0, -0.4], [0.3, 0.2, -0.5], [0.4, -1.1, 0.9], [-0.6, 0.8, -0.7], [0.2, -0.2, -0.2], [-0.5, 0.5, 0.2], [0.2, 0.3, 0.3], [0.3, -0.4, 0.2], [0.0, 0.7, -0.7], [0.0, 0.1, -0.2], [-0.8, 0.4, 0.0], [-0.2, -0.1, 0.6], [0.0, 0.2, 0.0], [0.0, 0.1, -0.2], [-0.1, -0.2, 0.2], [-0.2, -0.3, -0.1], [0.0, 0.0, -0.2], [-0.1, 0.0, -0.1], [0.0, 0.2, 0.3], [0.0, -0.5, -0.2], [0.1, 0.0, 0.1], [-0.1, -0.4, 0.0], [0.0, -0.1, 0.4], [0.2, 0.4, 0.5], [-0.4, -0.4, 0.0], [1.0, 0.9, -0.6], [-0.1, -0.7, 0.0], [0.0, -0.2, 0.1], [-0.2, -0.3, 0.0], [0.9, 0.5, 0.2], [-0.4, -0.2, 0.1], [0.1, -0.4, 0.2], [0.1, 0.1, -0.1], [-0.1, 0.1, -0.3], [-0.1, -0.2, 0.2], [-0.3, 0.1, 0.1], [-0.1, -0.3, -0.2], [0.0, 0.4, 0.2], [-0.1, -0.1, -0.1], [0.1, 0.2, 0.1], [0.0, -0.2, 0.0], [-0.1, -0.1, -0.1], [-0.2, 0.1, -0.3], [-0.1, 0.2, -0.2], [0.0, 0.0, 0.0], [0.1, 0.1, -0.1], [-1.0, 0.2, 0.4], [0.5, 0.5, 0.1], [-0.5, -1.2, 0.3], [1.9, 0.7, -0.8], [-0.5, -0.6, 0.1], [1.0, 1.3, -0.6], [-1.2, -0.5, 0.8], [0.1, 0.6, -0.1], [0.0, -0.1, -0.8], [0.2, 0.1, 0.1], [0.0, 0.0, -0.1], [0.2, -0.2, -0.5], [0.0, 0.5, -0.4], [0.0, -0.1, 0.1], [-0.5, -0.3, 0.4], [-0.5, 0.1, 0.3], [-0.1, -0.3, 0.3], [-0.3, 0.0, 0.1], [0.2, 0.0, -0.3], [0.1, -0.4, 0.0], [0.2, 0.1, 0.0], [-0.2, -0.1, 0.1], [0.3, -0.1, 0.3], [0.5, 0.1, 0.0], [-0.1, -0.2, 0.0], [-0.4, 0.4, 0.4], [-0.8, -0.3, -0.6], [1.0, 0.2, -0.3], [0.0, 0.0, 0.7], [-0.5, -0.3, 0.7], [-0.3, 0.4, -0.6], [1.4, -0.1, 0.3], [-0.3, 0.0, 0.0], [-0.1, -0.1, 0.0], [-0.1, 0.0, 0.1], [0.3, -0.4, -0.2], [0.1, 0.1, 0.0], [-0.1, 0.5, -0.1], [0.4, -0.4, 0.4], [0.1, 0.5, -0.1], [-0.2, -0.4, -0.2], [0.4, -0.3, -0.4], [0.0, 0.6, 0.0], [-0.9, 0.0, -0.4], [-0.2, -0.3, 0.3], [-0.1, -0.1, 0.1]]}